Arrangement P

Molecular formula: C3H3ClN2O
Method: DFT, ωB97M-V/def2-TZVPD

Geometry as XYZ:
```
10
Properties=species:S:1:pos:R:3:lowdin_charge:R:1
C -0.2867 0.3709 -0.1511 -0.43
C 0.4315 -1.5991 -0.1427 -0.14
C 0.9301 -0.3957 -0.2054 -0.61
H -1.6093 1.8673 -0.2462 0.14
H -0.0002 2.5471 0.7656 0.20
H 0.6554 -2.6696 0.0973 0.16
N -0.4447 1.8379 -0.1936 -0.01
N -1.3542 -0.3231 0.1419 0.08
O -0.9448 -1.5688 -0.0534 -0.06
Cl 2.6230 -0.0670 -0.0124 0.68
```

Output
orbital gap: 10.207 eV
lowest unoccupied orbital energy: 0.62 eV
SMILES: Nc1nocc1Cl

Arrangement Q

Molecular formula: C3H3ClN2O
Method: DFT, ωB97M-V/def2-TZVPD

Geometry as XYZ:
```
10
Properties=species:S:1:pos:R:3:lowdin_charge:R:1
C -1.4550 -0.5654 0.1009 -0.06
C -0.2059 0.0292 -0.0082 -0.48
C 1.7925 0.3348 -0.2474 -0.74
H -2.1340 0.3049 -0.5383 0.16
H -1.9925 -0.6640 1.1001 0.10
H -1.5850 -1.5521 -0.4048 0.09
N -0.0626 1.3840 0.0854 0.12
N 0.9387 -0.6461 -0.1601 0.13
O 1.2417 1.5105 -0.0180 -0.02
Cl 3.4621 -0.1359 0.0903 0.69
```

Output
orbital gap: 10.284 eV
lowest unoccupied orbital energy: 0.17 eV

arrangement Q ends up most stable, edging out the next structure by 122.3 kJ/mol.

Arrangement P

Molecular formula: C3H6ClNO
Method: DFT, ωB97M-V/def2-TZVPD

Geometry as XYZ:
```
12
Properties=species:S:1:pos:R:3:lowdin_charge:R:1
C -2.7756 0.3355 1.0517 -0.75
C 2.2199 -0.6101 -0.7710 -0.06
C 1.3132 0.5521 -0.7978 -0.38
N -1.6945 -0.1393 1.3602 0.02
O 0.7251 1.0481 0.0913 0.05
Cl -2.9688 0.3946 -0.6134 0.65
H 2.7323 -0.5136 -1.7199 0.07
H 2.7420 -0.8420 0.1560 0.09
H 1.4925 -1.4176 -0.8236 0.09
H -3.5583 0.6884 1.6394 0.05
H 1.1535 0.8173 -1.8683 0.12
H -1.3814 -0.3134 2.2954 0.06
```

Output
orbital gap: 10.631 eV
lowest unoccupied orbital energy: 1.05 eV
SMILES: [H]/N=C/Cl.CC=O

Arrangement Q

Molecular formula: C3H6ClNO
Method: DFT, ωB97M-V/def2-TZVPD

Geometry as XYZ:
```
12
Properties=species:S:1:pos:R:3:lowdin_charge:R:1
C 1.5009 1.2587 -0.0100 -0.17
C -1.3173 -0.6586 0.6545 -0.18
C 0.7041 -0.1895 -0.7234 -0.64
N -0.7015 -0.2923 -0.5703 -0.19
O 0.9361 2.3122 -0.1021 0.04
Cl 1.2886 -1.5954 0.1463 0.66
H 2.4860 1.1197 0.4417 0.09
H -1.2490 0.1142 1.4091 0.08
H -2.4675 -0.8028 0.5988 0.12
H -0.9299 -1.5279 0.9535 -0.02
H 0.9455 -0.2163 -1.7590 0.08
H -1.1960 0.4781 -1.0392 0.13
```

Output
orbital gap: 9.501 eV
lowest unoccupied orbital energy: 0.82 eV
SMILES: CN[C@H](Cl)C=O

arrangement P ends up most stable, edging out the next structure by 9.1 kJ/mol.